C31H36N7OPt | ωB97M-V/def2-TZVPD

As for the net charge: +1. The HOMO energy comes out at -9.35 eV. The calculation puts the energy above the lowest of the compared OMol25 structures with the same formula, charge and spin at 0.514 eV. The molecular weight comes out at 717.755 g mol⁻¹.

Last column: Löwdin charge in e.
Cartesian coordinates (Å):
Pt  0.93629  -0.90721  0.39215  1.19
C  2.08949  -0.45505  -2.21630  -0.06
N  2.50481  -0.20303  -0.80711  -0.33
C  2.82094  1.23586  -0.66236  -0.06
C  3.67680  -1.06185  -0.52175  -0.21
C  4.89116  -0.84067  -1.14676  -0.03
C  5.92768  -1.74664  -0.98784  -0.08
C  5.70952  -2.89748  -0.24326  -0.07
C  4.50231  -3.11725  0.39533  -0.02
C  3.47529  -2.16714  0.31649  -0.22
N  2.25652  -2.23706  0.95564  -0.11
C  1.94330  -2.84945  2.15181  -0.22
C  2.83545  -3.46508  3.03924  -0.02
C  2.36306  -4.10842  4.17040  -0.07
C  1.00664  -4.16352  4.45422  -0.08
C  0.12087  -3.48997  3.62679  -0.03
C  0.59064  -2.80176  2.52431  -0.21
N  -0.31564  -1.97526  1.69098  -0.33
C  -1.08818  -1.03840  2.54340  -0.07
C  -1.26730  -2.85194  0.96046  -0.05
H  2.90725  -0.20290  -2.89430  0.10
H  1.22090  0.16258  -2.44181  0.08
H  1.83355  -1.50560  -2.32697  0.09
H  3.50513  1.55742  -1.44856  0.09
H  3.28453  1.40439  0.30700  0.11
H  1.90476  1.81416  -0.74483  0.07
H  5.03741  0.03203  -1.77066  0.11
H  6.88142  -1.57071  -1.46459  0.11
H  6.48958  -3.64369  -0.16739  0.11
H  4.33942  -4.03374  0.94194  0.11
H  3.89664  -3.42935  2.84861  0.10
H  3.07145  -4.57544  4.84225  0.11
H  0.64423  -4.69760  5.32084  0.11
H  -0.93654  -3.49624  3.85914  0.11
H  -1.71620  -1.58747  3.24499  0.09
H  -1.72553  -0.42715  1.90834  0.08
H  -0.39780  -0.40954  3.10100  0.10
H  -1.93098  -3.34552  1.67308  0.10
H  -0.70054  -3.59790  0.40931  0.10
H  -1.84386  -2.25393  0.25994  0.07
C  -0.81162  -2.90505  -5.30946  -0.04
N  -0.90212  -2.90804  -3.86194  -0.18
C  -0.90408  -4.19592  -3.19106  -0.02
C  -0.93617  -1.77315  -3.15484  -0.33
O  -0.98664  -1.70013  -1.93170  -0.07
H  -1.67294  -3.41225  -5.74590  0.10
H  0.09537  -3.41532  -5.63769  0.10
H  -0.78732  -1.88026  -5.67498  0.09
H  -1.55873  -4.88247  -3.72688  0.10
H  -1.26618  -4.06592  -2.17552  0.08
H  0.10152  -4.62106  -3.16197  0.10
H  -0.91094  -0.87369  -3.79217  0.14
N  -2.51752  5.37280  1.24306  0.17
C  -3.52839  6.27259  0.98130  -0.19
C  -3.81702  7.53686  1.48933  -0.02
C  -4.93330  8.16161  0.97643  -0.08
C  -5.73952  7.55347  -0.00412  -0.08
C  -5.44970  6.30251  -0.49947  -0.01
C  -4.31971  5.65300  0.00408  -0.22
N  -3.79720  4.41582  -0.31442  0.19
C  -2.73771  4.28679  0.43555  -0.28
C  -1.87227  3.10859  0.39473  -0.11
C  -2.15762  2.09174  -0.51354  0.03
C  -1.34115  0.98212  -0.57215  -0.09
N  -0.26155  0.83724  0.21337  -0.12
C  0.01024  1.80824  1.09661  -0.15
C  -0.75983  2.94511  1.21761  0.02
H  -1.76622  5.50341  1.89575  0.15
H  -3.20393  8.00723  2.24639  0.11
H  -5.19841  9.14700  1.33526  0.11
H  -6.60515  8.08725  -0.37207  0.10
H  -6.06682  5.82789  -1.24982  0.11
H  -3.01707  2.18303  -1.16166  0.12
H  -1.52680  0.16148  -1.25079  0.09
H  0.88093  1.65456  1.72076  0.11
H  -0.47891  3.68044  1.95872  0.12

Cartesian forces (eV/Å) of the 2 atoms listed first:
Pt 0.6 0.6 0.7
C 0.0 0.1 0.0

---

C18H38O | ωB97M-V/def2-TZVPD

The HOMO energy comes out at -9.31 eV. The calculation puts the energy above the lowest of the compared OMol25 structures with the same formula, charge and spin at 16.272 eV. The molecular weight comes out at 270.501 g mol⁻¹.

Last column: Löwdin charge in e.
Cartesian coordinates (Å):
C  -4.18657  -0.51798  -3.10554  -0.13
C  -5.16590  -0.45491  -1.83750  -0.33
C  -4.39576  -0.32852  -0.64484  -0.40
C  -5.14038  -0.33396  0.66882  -0.19
C  -4.26643  -0.17797  2.06936  -0.32
C  -3.48939  0.91506  2.24822  -0.27
C  -2.77873  0.87906  3.67229  -0.33
C  -1.83537  0.07043  3.76140  -0.36
C  -0.68544  -0.00908  2.71280  -0.24
C  0.05946  1.22496  2.74616  -0.16
C  1.27391  1.03104  1.57760  -0.19
C  0.97999  0.98995  0.15614  -0.33
C  2.16709  1.19315  -0.49131  -0.23
C  3.08073  -0.13845  -0.55179  -0.19
C  4.26287  0.14333  -1.54195  -0.13
C  5.34662  -1.23395  -1.34682  -0.15
C  6.44791  -1.04828  -2.20963  -0.20
C  6.05682  -1.37630  -3.77697  -0.06
O  5.10080  -0.22965  -4.48792  -0.13
H  5.73841  0.42338  -4.36812  0.00
H  5.41323  -2.10979  -3.90944  0.03
H  6.97848  -1.66900  -4.52841  0.15
H  7.13613  -1.84931  -2.20340  0.10
H  6.92438  -0.22753  -2.35582  0.05
H  4.69209  -1.87100  -1.69744  0.05
H  5.59961  -1.07132  -0.35577  0.09
H  4.81972  1.01671  -1.24084  0.09
H  3.72020  -0.01638  -2.66451  0.16
H  3.66037  -0.16589  0.53680  0.14
H  2.60702  -1.10448  -0.53918  0.10
H  2.56171  2.03007  -0.57069  0.03
H  1.78947  1.17481  -1.68559  0.17
H  0.14250  1.65299  0.01752  0.13
H  0.52873  -0.01457  0.25647  0.13
H  1.94963  2.01073  1.92429  0.16
H  1.79617  0.17953  1.94527  0.08
H  0.38513  1.64126  3.66458  0.12
H  -0.56458  1.74687  2.36839  -0.01
H  -1.14404  -0.35760  1.75581  0.11
H  0.01443  -1.03310  2.90629  0.17
H  -2.36363  -1.16084  3.99114  0.20
H  -1.30322  -0.11127  4.72938  0.13
H  -3.57808  0.89269  4.33195  0.10
H  -2.36706  2.01057  3.79167  0.18
H  -2.74868  1.15599  1.29807  0.16
H  -4.41176  1.80805  2.21840  0.19
H  -3.62803  -1.20353  2.05249  0.14
H  -5.06315  -0.54038  2.95219  0.17
H  -5.83713  0.57526  0.50916  0.13
H  -5.62427  -1.34166  0.49471  0.12
H  -3.68820  0.62234  -0.69374  0.13
H  -3.53952  -1.12980  -0.60634  0.15
H  -5.94776  0.44608  -1.95690  0.16
H  -5.62017  -1.48104  -1.76476  0.12
H  -3.50549  -1.35049  -2.99042  0.03
H  -4.81255  -0.75070  -4.07243  0.08
H  -3.54231  0.57445  -3.15929  0.13

Cartesian forces (eV/Å) of the 2 atoms listed first:
C -1.1 2.6 -0.6
C -1.4 0.1 -3.4

---

C6H8AlO6 | ωB97M-V/def2-TZVPD

As for the net charge: +2. The HOMO energy (spin up / spin down) comes out at -17.03 / -18.23 eV. The calculation puts the energy above the lowest of the compared OMol25 structures with the same formula, charge and spin at 1.805 eV. The molecular weight comes out at 203.106 g mol⁻¹. Its spin multiplicity is 2.

Last column: Löwdin charge in e.
Cartesian coordinates (Å):
O  2.67703  0.04387  -0.34347  -0.05
C  3.54459  -0.45628  0.66658  -0.64
O  4.10169  -1.51354  0.51804  0.23
O  3.54147  0.39770  1.60964  0.09
C  1.76995  -0.82292  -1.03258  -0.06
H  2.22910  -1.16198  -1.97028  0.19
H  1.53551  -1.68718  -0.39782  0.17
C  0.53697  0.00105  -1.29707  0.13
H  0.65303  0.71035  -2.12264  0.17
H  -0.35542  -0.62183  -1.40619  0.16
O  -1.28429  0.39628  1.47213  0.13
C  -0.91375  1.14342  0.42501  -0.25
C  -2.56110  -0.21172  1.20235  -0.02
O  0.35402  0.99899  -0.00133  -0.02
O  -1.82256  1.11281  -0.55635  0.12
C  -3.03070  0.52128  -0.05455  -0.02
H  -3.21470  -0.05703  2.06593  0.17
H  -2.40488  -1.28565  1.03815  0.16
H  -3.75333  1.31676  0.16304  0.17
H  -3.42590  -0.14793  -0.82487  0.17
Al  1.82329  1.32356  0.84629  1.02

Cartesian forces (eV/Å) of the 2 atoms listed first:
O -2.0 1.9 -0.9
C 3.2 -3.8 0.8

---

C6H12BN2O3 | ωB97M-V/def2-TZVPD

As for the net charge: +1. The HOMO energy (spin up / spin down) comes out at -11.49 / -12.87 eV. The calculation puts the energy above the lowest of the compared OMol25 structures with the same formula, charge and spin at 6.073 eV. The molecular weight comes out at 170.985 g mol⁻¹.

Last column: Löwdin charge in e.
Cartesian coordinates (Å):
B  4.84218  -0.24577  -0.04101  -0.70
C  3.37494  -0.81098  -0.02757  0.30
C  1.74832  0.42547  0.26960  0.12
C  -1.96732  -1.25471  0.47821  -0.10
C  -0.62552  0.61758  -0.06776  -0.33
C  -3.16539  -1.98385  -0.04958  -0.03
C  -1.90981  2.52234  -0.21420  -0.02
N  -1.78952  -0.13463  -0.13869  0.13
N  0.55171  -0.09058  -0.01515  0.09
O  5.13037  1.06223  0.12702  0.19
O  5.81429  -1.24667  0.03974  0.15
O  -0.63209  1.90310  -0.08432  0.04
H  2.79909  -1.72174  -0.29794  0.05
H  1.83985  1.32807  0.68681  0.05
H  -1.33192  -1.73793  1.23693  0.15
H  -3.93238  -2.34834  0.72553  0.13
H  -3.70034  -1.34069  -0.65533  0.06
H  -2.72554  -2.81685  -0.50672  0.07
H  -2.27684  2.61875  0.77770  0.09
H  -2.76872  2.06788  -0.88150  0.15
H  -1.66635  3.53136  -0.56096  0.11
H  0.38808  -1.00792  -0.28241  0.12
H  5.92672  1.54602  -0.00077  0.11
H  6.69096  -0.91740  -0.07191  0.09

Cartesian forces (eV/Å) of the 2 atoms listed first:
B 1.4 -1.2 1.1
C -4.9 2.6 0.2

---

C10H14IN2O2 | ωB97M-V/def2-TZVPD

As for the net charge: +1. The HOMO energy comes out at -13.04 eV. The calculation puts the energy above the lowest of the compared OMol25 structures with the same formula, charge and spin at 2.848 eV. The molecular weight comes out at 321.138 g mol⁻¹.

Last column: Löwdin charge in e.
Cartesian coordinates (Å):
H  -4.14625  3.09128  0.36447  0.08
N  -3.53563  2.32378  0.17697  0.11
C  -2.96128  1.84269  1.12733  -0.19
C  -1.81755  0.51432  0.60423  -0.53
I  -3.26205  -1.13542  0.12302  0.88
N  -0.97758  0.87158  -0.49994  -0.08
C  -0.31172  2.22921  -0.27072  0.03
C  0.88633  2.29552  0.34485  0.01
C  1.56003  1.08858  0.72599  0.02
C  1.16914  -0.12513  0.28319  -0.06
C  1.83368  -1.36850  0.71074  -0.52
O  2.42335  -1.42142  1.73997  0.16
O  1.62384  -2.35620  -0.14775  -0.04
C  2.07607  -3.64976  0.47700  0.04
C  -0.06794  -0.29814  -0.65720  -0.27
C  0.52274  -0.41279  -2.13786  -0.02
H  -2.89449  2.13851  2.16257  0.11
H  -1.28145  0.25159  1.41436  0.04
H  -1.55882  1.02354  -1.25974  0.13
H  -0.96513  3.00414  -0.35276  0.09
H  1.37693  3.26964  0.44273  0.14
H  2.40258  1.16867  1.31497  0.11
H  2.98525  -3.96098  -0.01415  0.09
H  1.38549  -4.37124  -0.06218  0.12
H  2.12462  -3.57501  1.57688  0.11
H  -0.52807  -1.36005  -0.45759  0.12
H  -0.29258  -0.52239  -2.92256  0.09
H  1.28786  -1.21540  -2.34598  0.10
H  0.94262  0.65937  -2.46083  0.13

Cartesian forces (eV/Å) of the 2 atoms listed first:
H -0.6 0.7 0.3
N -0.9 0.6 -2.2

---

C4H11O2Sr | ωB97M-V/def2-TZVPD

As for the net charge: +1. The HOMO energy (spin up / spin down) comes out at -14.02 / -8.20 eV. The calculation puts the energy above the lowest of the compared OMol25 structures with the same formula, charge and spin at 0.052 eV. The molecular weight comes out at 178.750 g mol⁻¹.

Last column: Löwdin charge in e.
Cartesian coordinates (Å):
H  4.20802  1.29526  -2.97095  0.10
C  1.72343  1.11264  -1.44526  -0.07
H  1.61817  2.18739  -1.62185  0.08
H  2.67357  0.89281  -0.94418  0.08
H  1.61230  0.55042  -2.38108  0.09
O  0.62225  0.72723  -0.53848  -0.56
C  0.59755  -0.66939  -0.21371  -0.18
C  -0.32197  -0.86228  0.96795  -0.17
O  -1.53913  -0.14871  0.69670  -0.55
C  -2.63370  -0.49509  1.55265  -0.06
Sr  -1.26747  1.77386  -0.31875  1.34
H  1.60719  -1.00842  0.05164  0.15
H  0.24983  -1.22978  -1.09348  0.15
H  0.11750  -0.46635  1.89439  0.15
H  -0.54476  -1.92931  1.09422  0.15
H  -3.49359  0.10793  1.24625  0.09
H  -2.85919  -1.56063  1.42830  0.11
H  -2.36999  -0.27758  2.59564  0.11

Cartesian forces (eV/Å) of the 2 atoms listed first:
H 0.1 0.0 -0.1
C -0.5 -0.4 0.4